[1]
Here is C23H39Sn as an isolated structure from the Open Molecules 2025 dataset. Energies are from ωB97M-V/def2-TZVPD.

**Orbital gap**: 5.66 eV
**M**: 434.28 g mol⁻¹
**HOMO**: -2.51 eV

```
! wB97M-V def2-TZVPD RIJCOSX def2/J DEFGRID3
* xyz -1 1
C -4.037 -2.762 -0.734
C -3.191 -1.754 -1.519
C -1.737 -2.213 -1.701
C -0.822 -1.105 -2.258
Sn 0.201 0.139 -0.719
C 1.592 -1.473 -0.062
C 2.458 -0.980 1.084
C 3.169 -2.099 1.865
C 4.001 -1.546 3.036
C 1.713 1.137 -2.044
C 2.745 0.417 -2.932
C 4.223 0.697 -2.604
C 5.243 0.063 -3.574
H -0.951 1.052 0.638
H -5.081 -2.433 -0.671
H -4.032 -3.750 -1.215
H -3.662 -2.886 0.291
H -3.648 -1.603 -2.508
H -3.226 -0.776 -1.015
H -1.336 -2.567 -0.738
H -1.747 -3.105 -2.359
H -0.072 -1.543 -2.933
H -1.402 -0.391 -2.855
H 0.987 -2.337 0.250
H 2.223 -1.829 -0.887
H 3.224 -0.284 0.710
H 1.835 -0.400 1.780
H 2.434 -2.820 2.253
H 3.833 -2.664 1.194
H 4.527 -2.357 3.564
H 4.756 -0.829 2.681
H 3.364 -1.027 3.768
H 1.109 1.776 -2.697
H 2.233 1.819 -1.366
H 2.596 -0.667 -2.923
H 2.603 0.712 -3.983
H 4.406 1.780 -2.591
H 4.452 0.333 -1.593
H 6.272 0.321 -3.282
H 5.167 -1.033 -3.581
H 5.110 0.415 -4.607
C -0.943 1.051 2.909
C 0.342 1.852 3.336
C 0.314 3.067 2.462
C -0.715 3.016 1.545
C -1.377 1.696 1.565
C -2.823 1.611 1.206
C -3.451 2.600 0.400
C -4.712 2.369 -0.139
C -5.421 1.204 0.160
C -4.897 0.315 1.102
C -3.645 0.535 1.670
H -0.767 -0.073 2.917
H -1.779 1.311 3.656
H 0.295 2.094 4.410
H 1.242 1.232 3.192
H 1.060 3.877 2.557
H -1.022 3.851 0.882
H -2.945 3.551 0.229
H -5.144 3.101 -0.808
H -6.387 1.001 -0.306
H -5.473 -0.572 1.400
H -3.285 -0.118 2.492
*
```

[2]
Here is one molecule with the formula C2H2NPS from the Open Molecules 2025 dataset. Energies are from ωB97M-V/def2-TZVPD.

**Expectation value of S²**: 2.293
**Orbital gap (spin up / spin down)**: 7.00 / 6.00 eV
**M**: 103.09 g mol⁻¹
**Energy relative to the best compared isomer or geometry (same formula, charge and spin)**: 32.3 kcal per mole
**HOMO (spin up / spin down)**: -8.27 / -8.04 eV

```
! wB97M-V def2-TZVPD RIJCOSX def2/J DEFGRID3
* xyz 0 3
C 0.720 -0.637 -0.027
C 0.355 0.719 -0.011
N 0.003 -1.640 -0.110
P -2.718 -0.124 -0.018
S -1.274 1.235 -0.070
H 1.760 -0.910 -0.084
H 1.155 1.357 0.318
*
```

[3]
Here is C40H32IN7S3SeW as an isolated structure from the Open Molecules 2025 dataset. Energies are from ωB97M-V/def2-TZVPD.

**Orbital gap**: 2.75 eV
**M**: 1096.65 g mol⁻¹
**HOMO**: -0.49 eV

```
! wB97M-V def2-TZVPD RIJCOSX def2/J DEFGRID3
* xyz -2 1
W 0.060 0.550 -0.938
Se 6.551 4.835 -0.515
N 6.239 3.090 -0.757
C 4.941 2.942 -0.864
C 4.300 1.667 -1.081
C 5.007 0.477 -1.252
C 4.320 -0.679 -1.535
C 2.930 -0.636 -1.602
N 2.230 0.462 -1.369
C 2.892 1.626 -1.134
C 2.106 2.824 -1.012
N 0.757 2.703 -1.071
C 0.015 3.794 -1.122
C 0.547 5.078 -1.082
C 1.910 5.224 -0.949
C 2.718 4.091 -0.905
C 4.154 4.149 -0.779
N 4.815 5.265 -0.595
H 6.087 0.492 -1.183
H 4.839 -1.612 -1.699
H 2.361 -1.522 -1.849
H -1.056 3.632 -1.197
H -0.106 5.935 -1.151
H 2.373 6.200 -0.894
C -1.821 1.393 -0.467
C -2.692 1.828 0.290
C -3.713 2.187 1.190
C -3.487 3.228 2.143
C -2.243 3.913 2.190
C -1.989 4.906 3.114
C -2.957 5.283 4.043
C -4.204 4.666 3.986
C -4.477 3.683 3.052
C -4.883 1.305 1.171
C -5.479 0.801 2.340
C -6.499 -0.136 2.277
C -6.966 -0.597 1.054
C -6.383 -0.120 -0.115
C -5.361 0.809 -0.056
H -1.479 3.635 1.474
H -1.020 5.394 3.118
H -2.750 6.046 4.784
H -4.979 4.969 4.683
H -5.476 3.273 2.998
H -5.100 1.102 3.308
H -6.920 -0.530 3.196
H -7.760 -1.335 1.013
H -6.728 -0.484 -1.076
H -4.900 1.167 -0.968
I -0.093 1.000 -3.741
C -0.797 -1.251 -1.260
H -1.105 -1.974 -0.506
H -1.107 -1.634 -2.237
C 1.487 -0.491 2.828
C 0.537 0.535 2.195
C -0.882 0.328 2.763
C 1.052 1.949 2.520
N 0.466 0.407 0.781
H 1.602 -0.288 3.895
H 2.465 -0.444 2.344
H 1.101 -1.497 2.692
H -0.853 0.220 3.849
H -1.302 -0.574 2.319
H -1.526 1.167 2.503
H 0.985 2.147 3.591
H 0.460 2.691 1.983
H 2.096 2.041 2.205
S 4.605 -7.687 -1.116
C 3.511 -6.441 -0.952
S 3.657 -5.213 0.266
C 2.186 -4.344 -0.403
N 1.730 -4.999 -1.422
N 2.426 -6.155 -1.718
C 1.947 -6.858 -2.853
C 1.253 -6.127 -3.821
C 0.776 -6.756 -4.957
C 0.968 -8.118 -5.140
C 1.622 -8.849 -4.161
C 2.104 -8.232 -3.016
S 1.614 -2.941 0.288
H 1.084 -5.074 -3.655
H 0.252 -6.178 -5.707
H 0.602 -8.609 -6.033
H 1.757 -9.917 -4.279
H 2.595 -8.811 -2.254
*
```

[4]
Here is C2H5F3Si as an isolated structure from the Open Molecules 2025 dataset. Energies are from ωB97M-V/def2-TZVPD.

**Orbital gap**: 10.17 eV
**M**: 114.14 g mol⁻¹
**Energy relative to the best compared isomer or geometry (same formula, charge and spin)**: 24.6 kcal per mole
**HOMO**: -9.95 eV

```
! wB97M-V def2-TZVPD RIJCOSX def2/J DEFGRID3
* xyz 0 1
C -1.326 -0.686 -0.448
C -0.887 0.431 0.407
F 2.004 -1.097 0.200
F 2.530 1.159 1.217
F 2.175 0.972 -1.220
Si 1.619 0.431 0.154
H -1.226 -0.295 -1.475
H -0.467 -1.460 -0.350
H -2.252 -1.165 -0.322
H -0.858 0.250 1.579
H -1.312 1.460 0.257
*
```

[5]
Here is a 4-piece molecular cluster, C21H33F3NO10 overall from the Open Molecules 2025 dataset. Energies are from ωB97M-V/def2-TZVPD.

**Orbital gap**: 8.99 eV
**M**: 516.49 g mol⁻¹
**HOMO**: -12.70 eV

```
! wB97M-V def2-TZVPD RIJCOSX def2/J DEFGRID3
* xyz 1 1
C -2.716 -0.807 2.749
C -3.031 0.778 3.168
C -2.674 1.799 1.909
C -1.272 2.627 2.100
N -0.108 1.781 1.632
C 0.245 1.482 0.310
C -0.459 1.934 -1.100
C -1.617 0.916 -1.658
C -1.374 -0.669 -1.316
O -0.016 -1.167 -1.599
C 0.064 -2.595 -1.154
C 1.628 0.574 0.554
C 2.205 1.061 2.019
C 0.743 1.268 2.803
H -2.912 -0.989 1.609
H -3.506 -1.490 3.326
H -1.628 -1.100 3.105
H -2.416 1.025 4.133
H -4.201 0.832 3.311
H -3.536 2.560 1.687
H -2.542 1.110 0.967
H -1.154 2.904 3.246
H -1.293 3.668 1.527
H 0.366 2.116 -1.910
H -1.006 2.975 -0.894
H -2.696 1.213 -1.315
H -1.597 1.012 -2.848
H -2.102 -1.279 -2.040
H -1.732 -0.934 -0.224
H -0.649 -2.826 -0.241
H -0.267 -3.329 -2.019
H 1.161 -2.783 -0.768
H 2.385 0.596 -0.368
H 1.154 -0.475 0.786
H 2.776 0.202 2.588
H 2.947 1.968 2.031
H 1.026 2.139 3.563
H 0.352 0.316 3.380
C -6.051 -5.263 2.440
C -5.204 -4.359 3.269
O -4.083 -4.114 2.450
C -4.549 -4.214 1.173
O -3.951 -3.802 0.193
O -5.772 -4.824 1.126
F -4.783 -4.986 4.390
H -5.769 -6.316 2.539
H -7.115 -5.162 2.670
H -5.683 -3.409 3.530
C 2.938 2.777 -2.995
C 3.931 3.882 -3.115
O 3.491 4.599 -4.245
C 2.142 4.412 -4.281
O 1.374 5.089 -4.944
O 1.752 3.377 -3.476
F 5.165 3.395 -3.373
H 3.187 1.913 -3.621
H 2.815 2.438 -1.963
H 3.967 4.549 -2.247
C 5.393 -1.767 -2.462
C 5.092 -0.462 -3.116
O 4.498 0.293 -2.084
C 5.048 -0.185 -0.933
O 4.996 0.391 0.141
O 5.672 -1.386 -1.130
F 4.185 -0.617 -4.106
H 4.540 -2.454 -2.472
H 6.253 -2.270 -2.914
H 5.974 0.064 -3.496
*
```

[6]
Here is a 2-piece molecular cluster, C27H32F2NO2 overall from the Open Molecules 2025 dataset. Energies are from ωB97M-V/def2-TZVPD.

**Orbital gap**: 3.51 eV
**M**: 440.55 g mol⁻¹
**Energy relative to the best compared isomer or geometry (same formula, charge and spin)**: 0.0 kcal per mole
**HOMO**: -9.30 eV

```
! wB97M-V def2-TZVPD RIJCOSX def2/J DEFGRID3
* xyz 1 1
C -0.057 1.979 3.036
O -0.356 0.756 3.750
C -0.872 -0.260 3.052
O -0.941 -0.286 1.828
C -1.400 -1.381 3.901
C -0.586 -2.688 3.821
C -1.580 -3.798 3.510
C -2.967 -3.160 3.514
N -2.722 -1.737 3.447
C -3.766 -0.841 3.408
C -3.747 0.354 2.719
C -4.997 1.092 2.364
C -6.301 0.606 3.067
C -6.036 -0.202 4.335
C -5.045 -1.336 4.060
H 0.746 2.454 3.601
H 0.261 1.787 2.007
H -0.947 2.619 3.026
H -1.423 -1.013 4.942
H 0.187 -2.623 3.051
H -0.109 -2.815 4.794
H -1.379 -4.235 2.532
H -1.532 -4.606 4.237
H -3.593 -3.520 2.684
H -3.492 -3.438 4.444
H -2.847 0.740 2.253
H -4.853 2.167 2.569
H -5.174 1.040 1.273
H -6.929 1.471 3.316
H -6.881 -0.009 2.363
H -5.626 0.462 5.109
H -6.967 -0.631 4.727
H -5.525 -2.076 3.392
H -4.826 -1.865 5.002
C 0.808 -2.303 -3.086
C 1.258 -1.285 -2.110
C 1.897 -0.135 -2.584
F 2.242 -0.086 -3.913
C 2.239 0.932 -1.784
C 1.948 0.871 -0.385
C 2.248 1.916 0.509
C 2.768 3.188 0.140
C 2.460 3.867 -1.076
C 3.165 5.012 -1.398
F 2.955 5.589 -2.628
C 4.161 5.561 -0.585
C 4.878 6.800 -0.985
C 4.423 4.910 0.633
C 3.701 3.799 1.018
C 1.376 -0.339 0.110
C 1.028 -1.379 -0.725
H 0.475 -3.206 -2.572
H -0.036 -1.938 -3.686
H 1.604 -2.571 -3.789
H 2.787 1.776 -2.197
H 2.357 1.639 1.560
H 1.716 3.464 -1.760
H 5.454 7.165 -0.133
H 5.583 6.640 -1.809
H 4.200 7.602 -1.292
H 5.209 5.308 1.277
H 3.890 3.325 1.978
H 1.166 -0.395 1.173
H 0.564 -2.278 -0.311
*
```